Below is a structure of composition C13H21FNO13S2, with properties calculated with wB97M-V/def2-TZVPD.

Results
HOMO: -6.18 eV
Largest force on an atom: 0.1046 hartree/bohr
Energy above the lowest of the compared OMol25 structures with the same formula, charge and spin: 35.04 kcal/mol
LUMO level: 0.0859 Eh
Frontier orbital gap: 8.51 eV
M: 482.4 g/mol

ORCA input file:
```
! wB97M-V def2-TZVPD RIJCOSX def2/J DEFGRID3
* xyz -1 1
C 0.70 -0.30 -0.80
C -0.52 -0.23 0.15
C -1.61 0.81 -0.25
C -1.02 2.24 -0.44
S -2.54 0.43 -1.79
O -1.58 0.15 -2.91
O -3.32 1.65 -2.15
N -3.51 -0.94 -1.66
S -4.19 -1.10 -0.15
O -3.28 -1.81 0.79
O -5.43 -1.90 -0.31
F -4.68 0.32 0.48
H 1.09 0.70 -1.05
H 1.48 -0.89 -0.31
H 0.47 -0.83 -1.74
H -0.15 0.00 1.16
H -0.99 -1.22 0.13
H -2.34 0.87 0.58
H -0.19 2.43 0.26
H -0.72 2.43 -1.47
H -1.82 2.95 -0.17
C 5.14 -0.53 0.10
C 5.55 0.11 1.40
O 4.30 0.30 2.06
C 3.43 -0.60 1.55
O 2.35 -0.81 1.99
O 3.94 -1.22 0.46
H 5.89 -1.22 -0.28
H 4.91 0.21 -0.68
H 6.18 -0.54 2.01
H 6.06 1.06 1.26
C -4.07 -2.55 4.90
C -3.38 -2.05 3.66
O -2.44 -1.11 4.19
C -2.21 -1.44 5.48
O -1.35 -0.97 6.16
O -3.07 -2.40 5.90
H -4.39 -3.59 4.81
H -4.94 -1.94 5.17
H -2.84 -2.83 3.14
H -4.06 -1.57 2.96
C 1.09 1.31 -4.26
C 1.82 1.89 -5.43
O 2.80 2.73 -4.81
C 3.00 2.26 -3.55
O 3.87 2.62 -2.83
O 2.08 1.32 -3.23
H 0.72 0.31 -4.43
H 0.25 1.94 -3.94
H 2.34 1.12 -6.02
H 1.18 2.46 -6.10
*
```